17
Properties=species:S:1:pos:R:3:nbo_charge:R:1 method="wB97M-V/def2-TZVPD" multiplicity=1 e_tot_ha=-380.294874 de_lowest_kcal_mol=26.2 lumo_ev=0.70 smiles="CCNC(N)=O.O" e_homo_ev=-9.79 gap_ev=10.485
C 0.5428 0.2560 -2.3968 -0.626
C 0.0291 1.0613 -1.1334 -0.214
N 0.7521 0.9664 0.1581 -0.648
C 0.5491 0.0724 1.1863 0.784
N 0.8352 0.6028 2.4175 -0.845
O 0.1266 -1.1087 1.1487 -0.682
H 1.3398 0.5983 -2.9718 0.206
H 0.8076 -0.7595 -2.0200 0.219
H -0.2236 0.1012 -3.0768 0.215
H -1.0306 0.8734 -0.8322 0.213
H 0.0387 2.0479 -1.5715 0.201
H 1.4941 1.6116 0.3256 0.390
H 0.8761 0.0572 3.2963 0.404
H 1.0244 1.5322 2.6640 0.383
O -2.4664 -2.8777 0.6587 -0.946
H -1.6637 -2.4484 0.7878 0.486
H -3.0315 -2.5863 1.3595 0.459

=====

7
Properties=species:S:1:pos:R:3:lowdin_spin:R:1 method="wB97M-V/def2-TZVPD" multiplicity=2 e_tot_ha=-777.613469 de_lowest_kcal_mol=46.9 lumo_ev="-0.86 / -0.85" e_homo_ev="-7.36 / -7.49" s2=0.752 gap_ev="6.506 / 6.635"
H 0.3720 -2.6381 -0.5021 0.860
C 0.1958 0.4358 -0.9385 0.035
C -0.0714 -0.0658 0.2667 0.083
K -1.5811 0.1257 2.7020 0.007
H -0.2329 -0.0765 -1.8043 0.004
H 0.7910 1.3382 -1.1158 0.000
F 0.5266 0.8807 1.3921 0.011

=====

38
Properties=species:S:1:pos:R:3:nbo_charge:R:1 method="wB97M-V/def2-TZVPD" multiplicity=1 e_tot_ha=-730.377664 de_lowest_kcal_mol=62.7 lumo_ev=0.95 smiles=COCCCN(CCCN)Cc1ccco1 e_homo_ev=-8.35 gap_ev=9.303
C -3.9281 -0.6520 -0.7018 -0.250
O -3.4764 -0.7663 0.6247 -0.535
C -2.5133 0.1912 0.9993 -0.056
C -1.1447 -0.0060 0.3434 -0.438
C -0.1053 0.9487 0.9353 -0.229
N 1.2055 0.7237 0.3419 -0.451
C 1.7313 1.8587 -0.3889 -0.203
C 0.9741 2.0678 -1.7005 -0.412
C 1.1033 0.8532 -2.6172 -0.221
N 0.1182 0.9323 -3.6864 -0.835
C 2.1553 0.1298 1.2694 -0.251
C 1.6660 -1.1994 1.7395 0.271
C 1.6485 -2.4202 1.1313 -0.301
C 1.0169 -3.3070 2.0368 -0.312
C 0.6979 -2.5599 3.1264 0.080
O 1.0861 -1.2849 2.9561 -0.407
H -4.2871 0.3637 -0.9105 0.161
H -4.7535 -1.3544 -0.8040 0.191
H -3.1479 -0.9066 -1.4266 0.167
H -2.4198 0.0810 2.0837 0.183
H -2.8872 1.2049 0.7816 0.152
H -0.8225 -1.0361 0.5012 0.217
H -1.2119 0.1674 -0.7306 0.206
H -0.0623 0.8022 2.0213 0.195
H -0.4258 1.9819 0.7618 0.189
H 1.6957 2.7887 0.2067 0.168
H 2.7796 1.6539 -0.6223 0.192
H -0.0845 2.2335 -1.5031 0.207
H 1.3653 2.9573 -2.1998 0.200
H 0.8927 -0.0452 -2.0324 0.204
H 2.1416 0.7831 -2.9850 0.156
H 0.1829 0.1170 -4.2864 0.356
H 0.2924 1.7509 -4.2615 0.348
H 3.1012 -0.0102 0.7394 0.215
H 2.3366 0.7691 2.1524 0.183
H 2.0352 -2.6538 0.1609 0.227
H 0.8287 -4.3512 1.8931 0.228
H 0.2152 -2.8068 4.0510 0.203

=====

41
Properties=species:S:1:pos:R:3:nbo_charge:R:1 method="wB97M-V/def2-TZVPD" multiplicity=1 e_tot_ha=-5719.014465 de_lowest_kcal_mol=0.0 lumo_ev="-1.11 / -1.12" e_homo_ev="-8.43 / -8.43" gap_ev="7.318 / 7.318"
Co -1.4266 0.7018 0.5111 1.085
C -2.1468 -1.8224 -3.1478 -0.645
C -0.7387 -1.4032 -2.8702 0.181
N 0.1864 -1.6141 -3.7690 -0.383
C 1.4571 -1.2278 -3.5261 -0.018
C 1.8638 -0.6349 -2.3626 -0.057
C 3.3091 -0.2584 -2.1799 -0.091
O 3.4978 1.1053 -1.8208 -0.719
C 0.8849 -0.3939 -1.3638 -0.159
C 1.2667 0.1618 -0.1023 0.199
N 0.4794 0.4797 0.8735 -0.511
C 1.0992 0.9332 2.0690 0.188
C 2.3767 0.5013 2.4258 -0.232
C 3.0083 0.9960 3.5514 -0.191
C 2.3718 1.9211 4.3661 -0.201
C 1.0833 2.3227 4.0593 -0.212
C 0.4532 1.8210 2.9304 -0.209
I -1.5246 2.3384 2.5682 0.419
C -0.4457 -0.7604 -1.6237 0.379
O -1.4188 -0.5919 -0.7845 -0.651
H -2.1968 -2.2924 -4.1262 0.234
H -2.8116 -0.9567 -3.1186 0.234
H -2.4966 -2.5231 -2.3868 0.218
H 2.1665 -1.4151 -4.3241 0.192
H 3.8550 -0.5036 -3.0953 0.183
H 3.7637 -0.8358 -1.3711 0.183
H 3.0444 1.6580 -2.4677 0.477
H 2.3296 0.3407 0.0269 0.216
H 2.8803 -0.2519 1.8342 0.221
H 4.0003 0.6431 3.7982 0.224
H 2.8639 2.3097 5.2469 0.226
H 0.5593 3.0175 4.7014 0.228
C -4.5215 -1.4195 0.3266 -0.892
S -3.7146 -0.1983 1.3009 2.382
O -4.5829 0.1973 2.3646 -0.927
O -2.3843 -0.7317 1.7034 -0.973
O -3.3503 0.9107 0.3497 -0.940
H -4.7925 -2.2487 0.9756 0.251
H -3.8283 -1.7311 -0.4507 0.259
H -5.4106 -0.9609 -0.1001 0.254
Br -1.0093 2.4160 -0.9916 -0.422

=====

45
Properties=species:S:1:pos:R:3:nbo_charge:R:1 method="wB97M-V/def2-TZVPD" multiplicity=1 e_tot_ha=-775.145247 de_lowest_kcal_mol=9.6 lumo_ev=0.47 smiles=CCO.CCO.CCO.CCO.CCO e_homo_ev=-9.61 gap_ev=10.076
C 0.8688 1.9028 3.1881 -0.641
C 0.6271 1.9131 4.6790 -0.064
O -0.7458 2.1499 5.0051 -0.721
H 0.4949 0.9777 2.7389 0.207
H 1.9284 1.8855 2.9201 0.236
H 0.3944 2.7507 2.6932 0.195
H 1.2556 2.6629 5.1772 0.151
H 0.8712 0.9561 5.1370 0.178
H -0.9740 3.0213 4.6692 0.457
C -2.5257 -2.7196 -2.5690 -0.635
C -3.0599 -3.6148 -1.5084 -0.068
O -4.4083 -4.0090 -1.7740 -0.721
H -3.1621 -1.8496 -2.7542 0.206
H -2.4105 -3.2414 -3.5209 0.205
H -1.5517 -2.2895 -2.3152 0.214
H -3.0118 -3.1506 -0.5226 0.174
H -2.4295 -4.5104 -1.4338 0.160
H -4.3802 -4.8127 -2.2992 0.466
C -2.5747 2.4526 -2.4300 -0.634
C -1.8507 1.2954 -3.0759 -0.061
O -0.4883 1.2190 -2.6184 -0.756
H -2.1946 3.4094 -2.7759 0.208
H -2.4543 2.3903 -1.3431 0.216
H -3.6536 2.3721 -2.5799 0.217
H -1.8800 1.4279 -4.1616 0.167
H -2.3182 0.3406 -2.8492 0.178
H 0.0794 1.6315 -3.2737 0.481
C 5.2942 1.0427 1.0082 -0.620
C 4.1513 0.5434 0.1636 -0.058
O 3.0224 0.3277 1.0015 -0.760
H 6.2118 1.0640 0.4101 0.204
H 5.4633 0.3477 1.8292 0.212
H 5.1135 2.0499 1.3770 0.205
H 4.4371 -0.4070 -0.2989 0.153
H 3.9046 1.2804 -0.6084 0.149
H 2.3390 -0.0708 0.4420 0.498
C 0.0671 -2.0288 0.7994 -0.627
C -0.3163 -0.7349 0.0992 -0.063
O 0.8090 -0.2543 -0.6179 -0.767
H 0.9232 -1.9134 1.4603 0.219
H 0.2421 -2.8371 0.0847 0.204
H -0.7880 -2.3798 1.3908 0.209
H -0.6470 -0.0255 0.8673 0.162
H -1.1819 -0.9562 -0.5337 0.157
H 0.5087 0.3908 -1.2775 0.510

=====

77
Properties=species:S:1:pos:R:3:lowdin_spin:R:1 method="wB97M-V/def2-TZVPD" multiplicity=6 e_tot_ha=-3702.045352 lumo_ev="0.38 / 0.37" e_homo_ev="-6.09 / -6.06" s2=8.761 gap_ev="6.472 / 6.438"
O 0.9120 -0.7345 -1.3172 0.192
C 1.5780 -1.9641 -1.3593 0.019
C 0.6696 -3.0696 -1.8451 0.004
C -0.7120 -2.9111 -1.8580 0.000
H -1.1185 -1.9597 -1.5493 -0.001
C -1.5446 -3.9415 -2.2702 0.000
H -2.6193 -3.8042 -2.2611 0.000
C -1.0042 -5.1488 -2.6927 0.000
H -1.6509 -5.9553 -3.0144 0.000
C 0.3755 -5.3106 -2.7052 0.000
H 0.8079 -6.2443 -3.0416 0.000
C 1.2013 -4.2790 -2.2825 0.001
H 2.2766 -4.4096 -2.2887 0.000
H 2.4204 -1.9114 -2.0579 0.004
C 3.3645 -1.3702 0.2989 0.001
C 2.1634 -2.2157 0.0241 0.008
H 4.0429 -1.8048 1.0282 0.001
H 3.0620 -0.3834 0.6452 0.000
H 3.9288 -1.2092 -0.6230 0.000
C 1.6066 -3.0755 0.8799 0.008
C 2.0379 -3.3878 2.2729 0.007
H 0.7474 -3.6413 0.5361 0.001
H 2.3130 -4.4292 2.4144 0.001
H 1.2430 -3.1589 2.9872 0.001
H 2.8940 -2.7748 2.5669 0.002
Fe 0.4576 0.3362 0.1535 4.189
Cl 1.3511 -0.9906 1.8300 0.175
C -0.3713 1.5355 2.6898 0.006
O 0.0183 1.8393 1.5505 0.050
N -0.7334 2.4358 3.6077 0.004
C -0.3105 3.8183 3.5186 0.001
C -1.5799 2.0645 4.7205 0.001
H -0.4402 0.4958 3.0057 0.001
H 0.2304 3.9586 2.5907 0.000
H 0.3366 4.0722 4.3586 0.000
H -1.1772 4.4791 3.5358 0.000
H -1.9538 1.0558 4.5770 0.000
H -2.4299 2.7432 4.7988 0.000
H -1.0219 2.1007 5.6567 0.000
H -2.2717 0.0994 -4.6795 0.000
H -3.5874 1.6806 -2.8916 0.001
C -1.7867 -0.2365 -3.7642 0.001
C -2.8925 1.2724 -2.1579 0.001
N -1.6711 0.8593 -2.8264 0.011
H -0.8022 -0.6245 -4.0109 0.000
C -0.4844 1.2981 -2.4310 0.019
O -0.2124 1.7317 -1.2979 0.033
H -2.6599 2.0093 -1.3998 0.000
H 0.2795 1.2768 -3.2197 0.001
H -2.3803 -1.0363 -3.3210 0.001
H -3.3410 0.4100 -1.6716 0.000
H 4.6609 3.7441 0.0297 0.000
H 4.5250 3.7542 -2.7016 0.000
C 4.7317 2.6742 -0.1692 0.000
C 4.4127 2.6732 -2.6235 0.001
N 3.9181 2.3162 -1.3113 0.003
H 4.3965 2.1268 0.7052 0.000
C 2.7983 1.6089 -1.1577 0.005
O 2.2896 1.3593 -0.0516 0.034
H 3.7081 2.3283 -3.3705 0.000
H 2.3537 1.2339 -2.0781 0.000
H 5.7737 2.4149 -0.3506 0.000
H 5.3844 2.2096 -2.8002 0.000
Cl -3.9613 -1.9026 1.8360 0.003
C -3.8155 -0.1521 1.7136 0.006
C -4.8523 0.6267 2.2507 0.001
C -4.8058 2.0181 2.1810 0.001
C -3.7273 2.6405 1.5656 0.000
C -2.6909 1.8768 1.0300 0.002
C -2.6947 0.4633 1.1009 0.020
C -1.5790 -0.4215 0.5060 0.157
H -5.7020 0.1512 2.7230 0.000
H -5.6089 2.6135 2.5935 0.000
H -3.6935 3.7206 1.4966 0.000
H -1.9018 2.4248 0.5477 0.000
H -2.1137 -0.8731 -0.3200 0.010
H -1.3669 -1.2201 1.2446 0.007